Below is a structure of composition O4V2 in a non-equilibrium geometry, with properties calculated with ωB97M-V with the def2-TZVPD basis set.

Values from the calculation:
Total charge: +2
HOMO energy: -20.89 eV
Kohn-Sham gap: 8.157 eV

Geometry (Å):
V 1.051 -1.720 -0.566
V -1.356 1.370 0.232
O 2.365 -1.141 -1.160
O -2.023 0.245 1.175
O -0.063 1.849 0.970
O 0.027 -0.603 -0.652